a | Computed, not measured: the molecule C4H9NO2, with wB97M-V/def2-TZVPD.

Summary:
E_HOMO, Ha: -0.365
HOMO-LUMO gap, eV: 10.6383

Structure (ORCA input):
```
! RIJCOSX wB97M-V def2-TZVPD def2/J DEFGRID3
* xyz 0 1
C 1.81817 -0.26436 -0.33645
C 0.32132 -0.48402 -0.12777
C -0.05246 -0.25144 1.34401
O -1.25536 -0.84416 1.73610
N -0.38782 0.40309 -1.06289
C -1.62858 0.92741 -0.96515
O -2.40331 0.84283 -0.02215
H 2.10182 -0.36967 -1.39023
H 2.39361 -0.99941 0.23420
H 2.10962 0.74034 -0.00790
H 0.06187 -1.52645 -0.35952
H 0.73669 -0.71210 1.94945
H -0.03126 0.83146 1.54750
H -1.95268 -0.32954 1.28914
H 0.06803 0.54199 -1.95486
H -1.89967 1.49403 -1.87348
*
```

***

b | Computed, not measured: the molecule C4H9NO2, with wB97M-V/def2-TZVPD.

Summary:
E_HOMO, Ha: -0.356
HOMO-LUMO gap, eV: 10.5184

Structure (ORCA input):
```
! RIJCOSX wB97M-V def2-TZVPD def2/J DEFGRID3
* xyz 0 1
C 1.12718 -1.88963 -0.19760
C 0.09281 -0.81974 0.12955
C 0.61569 -0.09869 1.36327
O 0.39232 -0.50940 2.46754
N -0.07317 0.09323 -0.99588
C -1.20236 0.97976 -0.92247
O -0.83576 2.30281 -1.30867
H 1.04039 -2.69603 0.51684
H 1.32258 -2.22831 -1.20431
H 2.10432 -1.42372 -0.04028
H -0.84781 -1.26334 0.45508
H 1.07906 0.89367 1.20999
H -0.08460 -0.49035 -1.82761
H -2.02534 0.64622 -1.56174
H -1.55514 1.08809 0.10537
H -0.07375 2.21593 -1.90500
*
```

***

Ordering by calculated energy gives the sequence a, b, with the first entry being the most stable.

***

a | Computed, not measured: the molecule C4H9NO2, with wB97M-V/def2-TZVPD.

Summary:
E_HOMO, Ha: -0.359
HOMO-LUMO gap, eV: 10.6270

Structure (ORCA input):
```
! RIJCOSX wB97M-V def2-TZVPD def2/J DEFGRID3
* xyz 0 1
C -0.09555 0.01975 -1.88320
C 0.09988 -0.32981 -0.40749
C 1.38434 0.32796 0.11607
O 1.66982 -0.04016 1.44366
N -1.07349 0.03904 0.37900
C -1.49714 -0.42533 1.59287
O -2.28506 0.20174 2.27942
H -0.98002 -0.46740 -2.30082
H 0.77587 -0.30350 -2.46431
H -0.19423 1.10361 -2.02902
H 0.23371 -1.41116 -0.30529
H 2.23054 -0.02125 -0.48705
H 1.33178 1.42386 -0.00608
H 1.00936 0.37385 2.01414
H -1.51368 0.92717 0.17460
H -1.09613 -1.41837 1.88351
*
```

***

b | Computed, not measured: a cluster of 2 separate species, C4H9NO2 in total, with wB97M-V/def2-TZVPD.

Summary:
E_HOMO, Ha: -0.337
HOMO-LUMO gap, eV: 10.0237

Structure (ORCA input):
```
! RIJCOSX wB97M-V def2-TZVPD def2/J DEFGRID3
* xyz 0 1
C -1.26602 -0.66438 1.81932
C -0.80007 -0.10259 0.51371
C -1.59340 -0.39600 -0.68644
O 0.24018 0.50516 0.38080
H -1.06358 -1.66290 2.01319
H -1.00066 -0.02808 2.61957
H -2.38600 -0.82178 1.92003
H -1.94338 -1.47169 -0.68566
H -1.00084 -0.22377 -1.53017
H -2.50930 0.17327 -0.89224
C 1.90889 1.17904 -1.67196
N 2.41703 1.08200 -0.53074
O 2.73702 -0.14957 -0.02044
H 1.73660 2.18722 -1.94120
H 1.42297 0.31756 -2.25955
H 3.10057 0.07653 0.95178
*
```

***

c | Computed, not measured: the molecule C4H9NO2, with wB97M-V/def2-TZVPD.

Summary:
E_HOMO, Ha: -0.356
HOMO-LUMO gap, eV: 10.6019

Structure (ORCA input):
```
! RIJCOSX wB97M-V def2-TZVPD def2/J DEFGRID3
* xyz 0 1
C -1.33542 -1.40495 -0.86098
N -1.96182 -0.70658 0.24702
C -1.53756 0.31386 0.84173
O -0.40010 1.07676 0.63284
C 0.85976 0.50988 0.99997
C 1.82087 0.67649 -0.18634
O 1.14245 0.55467 -1.41190
H -0.39654 -0.98978 -1.24185
H -1.17701 -2.44525 -0.55720
H -2.06593 -1.44028 -1.67736
H -2.14741 0.75578 1.62886
H 1.25461 1.05017 1.87055
H 0.71609 -0.53967 1.27314
H 2.32968 1.65039 -0.12243
H 2.58297 -0.10843 -0.15223
H 0.31537 1.04693 -1.28383
*
```

***

d | Computed, not measured: a cluster of 3 separate species, C4H9NO2 in total, with wB97M-V/def2-TZVPD.

Summary:
E_HOMO, Ha: -0.358
HOMO-LUMO gap, eV: 9.8882

Structure (ORCA input):
```
! RIJCOSX wB97M-V def2-TZVPD def2/J DEFGRID3
* xyz 0 1
C -1.40156 -1.02904 0.96827
C -0.31507 -1.66927 0.55066
C 1.08233 -1.21282 0.80014
N 1.24852 0.13360 0.94815
O 1.98704 -2.01886 0.90137
H -2.38569 -1.46063 0.81354
H -1.34932 -0.08509 1.51220
H -0.35781 -2.64874 0.08063
H 2.20692 0.43242 1.04086
H 0.58667 0.78574 0.54177
H 2.35446 2.14072 -1.12578
H 1.62235 2.26253 -1.11067
C -1.32067 1.08723 -1.49059
O -0.77917 1.77729 -0.65833
H -0.93392 0.09165 -1.77557
H -2.24507 1.41327 -1.99664
*
```

***

Ordering by calculated energy gives the sequence a, c, d, b, with the first entry being the most stable.

***

a | Computed, not measured: the molecule C4H9NO2, with wB97M-V/def2-TZVPD.

Summary:
E_HOMO, Ha: -0.375
HOMO-LUMO gap, eV: 11.1308

Structure (ORCA input):
```
! RIJCOSX wB97M-V def2-TZVPD def2/J DEFGRID3
* xyz 0 1
C -2.66460 0.06512 -0.22489
C -1.24111 0.59627 -0.37340
C -0.21160 -0.22119 0.38263
O 1.06881 0.35574 0.08969
C 2.11772 -0.47916 0.03606
N 3.28713 0.22481 -0.19979
O 2.05985 -1.67344 0.22811
H -3.00853 0.09668 0.81599
H -3.35543 0.67112 -0.82015
H -2.74298 -0.97083 -0.57569
H -0.94930 0.59576 -1.43070
H -1.18411 1.63558 -0.02856
H -0.37135 -0.18005 1.46793
H -0.21652 -1.27336 0.08960
H 4.10001 -0.36584 -0.13328
H 3.30544 0.81209 -1.02181
*
```

***

b | Computed, not measured: a structure of composition C4H9NO2, with wB97M-V/def2-TZVPD.

Summary:
E_HOMO, Ha: -0.360
HOMO-LUMO gap, eV: 9.8342

Structure (ORCA input):
```
! RIJCOSX wB97M-V def2-TZVPD def2/J DEFGRID3
* xyz 0 1
C -0.51889 0.32717 -1.14277
C -0.06185 -0.24652 0.11806
C -1.13282 -0.09630 1.21577
C 1.02591 -1.22020 0.20444
H 0.82546 1.28877 -2.48108
H -1.27195 -0.27948 -1.47438
H -0.67744 1.44753 -1.06332
H -0.78856 -0.81086 2.03209
H -2.11938 -0.35069 0.82620
H -0.20238 1.41953 1.68387
H 0.92266 -2.20529 0.74531
H 1.57959 -1.36830 -0.75452
H 1.62140 0.61865 -0.27844
N 1.27533 0.17493 0.66820
O 0.62189 0.13063 -1.98800
O -1.09897 1.17044 1.68857
*
```

***

Ordering by calculated energy gives the sequence a, b, with the first entry being the most stable.

***

a | Computed, not measured: a cluster of 2 separate species, C4H12NO2 in total, with wB97M-V/def2-TZVPD.

Summary:
E_HOMO, Ha: -0.094
HOMO-LUMO gap, eV: 6.3988

Structure (ORCA input):
```
! RIJCOSX wB97M-V def2-TZVPD def2/J DEFGRID3
* xyz -1 1
C 0.34421 2.53745 -0.24811
C -0.54922 1.40355 -0.82854
N -0.07083 0.06275 -0.46195
C -0.12452 -0.12430 1.00575
C 1.02886 -1.17793 1.41604
O 2.13524 -1.04504 0.70548
H -0.03571 3.50552 -0.60220
H 0.69131 2.69364 0.79556
H 1.31806 2.40217 -0.80109
H -0.48371 1.41970 -1.91867
H -1.62663 1.46436 -0.66880
H 0.95016 0.06674 -0.60613
H 0.17552 0.71482 1.63171
H -1.18346 -0.30037 1.28601
H 0.36501 -2.10738 1.59526
H 1.19515 -1.03898 2.52019
H -1.72406 -0.97195 -1.07945
H -1.99923 -1.95504 -2.16399
O -2.32740 -1.71314 -1.29206
*
```

***

b | Computed, not measured: a cluster of 2 separate species, C4H12NO2 in total, with wB97M-V/def2-TZVPD.

Summary:
E_HOMO, Ha: -0.102
HOMO-LUMO gap, eV: 6.6735

Structure (ORCA input):
```
! RIJCOSX wB97M-V def2-TZVPD def2/J DEFGRID3
* xyz -1 1
C 0.36133 0.54991 1.74104
C -0.11870 0.64014 0.28986
C -1.63628 0.50930 0.20983
N 0.54652 -0.27619 -0.60088
C 1.91560 0.34724 -1.10018
O 1.85130 1.62997 -1.37093
H 0.04434 -0.40240 2.17585
H -0.14117 1.31966 2.32246
H 1.42659 0.73416 1.77994
H 0.13826 1.62720 -0.10960
H -2.01151 -0.35487 0.78702
H -1.91890 0.35585 -0.82581
H -2.18997 1.38168 0.56618
H 0.88451 -1.09789 -0.10054
H 2.12874 -0.31966 -1.96828
H 2.63564 0.12558 -0.26718
H -1.93527 -2.22733 -1.64326
H -0.66569 -1.91287 -0.86651
O -1.31533 -2.62950 -1.01902
*
```

***

Ordering by calculated energy gives the sequence b, a, with the first entry being the most stable.

***

a | Computed, not measured: a structure of composition C4H12NO2, with wB97M-V/def2-TZVPD.

Summary:
E_HOMO, Ha: -0.138
HOMO-LUMO gap, eV: 7.0460

Structure (ORCA input):
```
! RIJCOSX wB97M-V def2-TZVPD def2/J DEFGRID3
* xyz -1 1
C 0.31962 -1.47171 -1.53941
N 0.55359 -1.89099 -0.34238
C 1.07290 0.69964 0.00024
C 0.09581 -0.49802 0.16689
C -1.37410 -0.02950 -0.11492
O -1.87797 0.75986 0.91285
H -0.60034 -1.72345 -2.09987
H 1.88109 -2.67408 1.49022
H 1.08348 -1.00687 -2.18642
H 2.15400 -2.66107 2.16047
H 2.09424 0.37404 0.21422
H 1.03809 1.07952 -1.02550
H 0.77695 1.51051 0.66438
H 0.02541 -0.61649 1.26048
H -1.44109 0.47311 -1.08894
H -1.97639 -0.94805 -0.18318
H -1.41969 3.84878 0.50715
H -1.52941 1.72605 0.74615
O -0.87617 3.04872 0.45757
*
```

***

b | Computed, not measured: a cluster of 2 separate species, C4H12NO2 in total, with wB97M-V/def2-TZVPD.

Summary:
E_HOMO, Ha: -0.102
HOMO-LUMO gap, eV: 6.7085

Structure (ORCA input):
```
! RIJCOSX wB97M-V def2-TZVPD def2/J DEFGRID3
* xyz -1 1
C -1.39310 1.79166 0.27950
O -0.34089 2.57149 0.65254
C -0.78775 0.30266 0.01108
C 0.03400 -0.41079 1.25690
C 0.76840 -1.69019 0.96817
N 0.40469 0.74901 -0.90293
H -1.84813 2.24439 -0.50061
H -2.09976 1.52207 1.07257
H -1.32763 -0.50572 -0.32077
H -0.58110 -0.31686 2.16111
H 0.79036 0.46438 1.44656
H 0.39950 -2.31141 0.13876
H 1.75640 -1.50750 0.51324
H 1.03046 -2.36141 1.77344
H 1.12125 1.16983 -0.22480
H 0.19515 1.67538 -1.39261
H 0.13777 -1.62164 -2.09257
H 1.02088 -0.49781 -2.11322
O 0.71950 -1.26754 -2.72634
*
```

***

c | Computed, not measured: a cluster of 2 separate species, C4H12NO2 in total, with wB97M-V/def2-TZVPD.

Summary:
E_HOMO, Ha: -0.106
HOMO-LUMO gap, eV: 6.9172

Structure (ORCA input):
```
! RIJCOSX wB97M-V def2-TZVPD def2/J DEFGRID3
* xyz -1 1
C 1.14950 -0.86930 -0.67440
C 0.19188 -0.51831 0.45744
C 0.97575 -0.14611 1.70920
N -0.75265 0.53124 0.03661
C -0.10522 1.62310 -0.82920
O 0.97547 2.17920 -0.31358
H 1.71605 0.02138 -0.93671
H 1.85842 -1.60337 -0.29998
H 0.60988 -1.24430 -1.54376
H -0.40557 -1.42243 0.61880
H 1.73604 0.58719 1.43230
H 0.31514 0.29709 2.46618
H 1.48896 -1.03328 2.12518
H -0.98352 1.06571 0.87182
H 0.01222 1.11376 -1.81970
H -0.97028 2.31439 -0.97957
H -2.76054 -1.57034 -0.31170
H -2.18248 -0.31624 -0.92533
O -2.86906 -1.00939 -1.08362
*
```

***

Ordering by calculated energy gives the sequence c, b, a, with the first entry being the most stable.

***

a | Computed, not measured: a cluster of 2 separate species, C4H12NO2 in total, with wB97M-V/def2-TZVPD.

Summary:
E_HOMO, Ha: -0.118
HOMO-LUMO gap, eV: 6.9316

Structure (ORCA input):
```
! RIJCOSX wB97M-V def2-TZVPD def2/J DEFGRID3
* xyz -1 1
C 0.42751 -0.49569 0.31708
N 0.90774 0.75923 -0.25495
C -0.05993 1.88219 0.09284
O -1.15411 1.89310 -0.69871
C 1.22373 -1.70369 -0.20600
C 0.85348 -2.99305 0.54896
H -0.62771 -0.60136 0.05574
H 0.68480 -0.44158 1.37477
H 0.76791 0.73246 -1.26000
H 0.58426 2.78347 0.00539
H -0.31154 1.74275 1.16778
H 0.96494 -1.82590 -1.26080
H 2.28363 -1.48846 -0.14993
H 0.13246 -2.81950 1.33866
H 1.72426 -3.39572 1.05183
H 0.47752 -3.77570 -0.11276
H -3.44514 3.03389 -1.21233
H -2.30518 3.07818 -0.28580
O -3.12862 3.63537 -0.51177
*
```

***

b | Computed, not measured: a structure of composition C4H12NO2, with wB97M-V/def2-TZVPD.

Summary:
E_HOMO, Ha: -0.112
HOMO-LUMO gap, eV: 6.9762

Structure (ORCA input):
```
! RIJCOSX wB97M-V def2-TZVPD def2/J DEFGRID3
* xyz -1 1
C -0.69021 -1.19728 0.46066
N 0.75699 -0.38866 1.35294
C 2.04909 -0.50774 0.91147
O 2.52234 -0.16605 -0.53959
C -1.87605 -0.23459 0.25561
C -1.37876 1.19323 -0.10738
H -0.52846 -1.89410 -0.26965
H -0.86931 -1.78325 1.31104
H 0.18035 -0.42835 0.20057
H 2.69564 -0.00303 1.50821
H 2.42764 -1.62202 0.91240
H -2.45884 -0.07943 1.13520
H -2.59608 -0.64113 -0.46673
H -0.72680 0.89020 -0.98460
H -2.21333 1.86172 -0.40749
H -0.75104 1.52905 0.71454
H 1.83370 0.39305 -1.04095
H 0.98615 1.96642 -2.57065
O 0.63697 1.11197 -2.37561
*
```

***

Ordering by calculated energy gives the sequence a, b, with the first entry being the most stable.

***

a | Computed, not measured: a cluster of 2 separate species, C4H12NO2 in total, with wB97M-V/def2-TZVPD.

Summary:
E_HOMO, Ha: -0.117
HOMO-LUMO gap, eV: 6.9806

Structure (ORCA input):
```
! RIJCOSX wB97M-V def2-TZVPD def2/J DEFGRID3
* xyz -1 1
C -1.13172 -0.45639 0.72365
N -0.93239 0.49198 -0.33652
C 0.06368 -0.15968 -1.29475
O 1.38182 -0.22721 -1.00666
C -1.96247 0.18131 1.89683
C -1.02908 1.02237 2.97514
H -0.20632 -0.84683 1.23803
H -1.57211 -1.41083 0.29120
H -0.47576 1.35156 -0.03426
H -0.10127 0.49134 -2.19274
H -0.51825 -1.17228 -1.53437
H -2.94314 0.63835 1.49079
H -2.25216 -0.73217 2.56911
H -0.14706 0.37822 3.14034
H -1.55823 1.19833 3.91266
H -0.68217 1.95650 2.58733
H 3.84199 -1.07317 -2.32596
H 2.31152 -0.41049 -2.22665
O 3.01659 -0.69005 -2.78897
*
```

***

b | Computed, not measured: a cluster of 2 separate species, C4H12NO2 in total, with wB97M-V/def2-TZVPD.

Summary:
E_HOMO, Ha: -0.115
HOMO-LUMO gap, eV: 7.2556

Structure (ORCA input):
```
! RIJCOSX wB97M-V def2-TZVPD def2/J DEFGRID3
* xyz -1 1
C -0.23382 -0.26985 1.91631
C -0.16714 0.68215 0.73763
C 0.90723 0.33649 -0.31406
C 0.84031 -1.19473 -0.63944
O -0.42338 -1.67786 -0.76323
N -0.33440 2.11258 1.09170
H -0.75340 -1.12836 1.40200
H -0.95637 0.11002 2.63725
H 0.69457 -0.63037 2.35793
H -1.07847 0.46631 0.15608
H 1.84577 0.63445 0.16276
H 0.90050 0.82874 -1.30146
H 1.34844 -1.61037 0.26623
H 1.53668 -1.36810 -1.50838
H -0.88785 2.62480 0.41846
H 0.58677 2.54919 1.07161
H -1.35782 -1.49407 -2.16057
H -1.03700 -0.09982 -2.56422
O -1.43065 -0.87121 -2.96657
*
```

***

Ordering by calculated energy gives the sequence b, a, with the first entry being the most stable.